#1
Here is a 3-piece molecular cluster, C5H16O2S overall from OMol25. Energies are from ωB97M-V with the def2-TZVPD basis set.

Each line ends with the Mulliken charge.
Atoms and positions in Å:
C  4.06  -0.37  0.19  -1.100
C  2.92  0.57  -0.27  -0.533
C  1.64  0.28  0.54  -0.387
C  0.96  -1.02  0.12  -0.869
S  -0.81  -1.24  0.02  -0.060
C  -1.40  -0.98  1.68  -0.802
H  4.89  -0.39  -0.51  0.350
H  4.51  -0.12  1.17  0.325
H  3.67  -1.39  0.24  0.286
H  2.74  0.41  -1.35  0.323
H  3.22  1.62  -0.12  0.304
H  0.95  1.15  0.47  0.342
H  2.06  0.19  1.54  0.245
H  1.43  -1.38  -0.80  0.393
H  1.22  -1.77  0.86  0.338
H  -1.78  0.05  1.73  0.239
H  -0.61  -0.96  2.41  0.282
H  -2.16  -1.72  1.95  0.337
O  -3.50  0.79  -2.19  -0.642
H  -2.97  1.08  -1.44  0.306
H  -2.94  0.96  -2.94  0.311
O  -6.39  1.21  -1.10  -0.651
H  -6.15  2.05  -0.66  0.301
H  -5.55  0.97  -1.55  0.364

Properties
Highest occupied orbital energy ... -8.565 eV
SMILES ... CCCCSC.O.O
Frontier orbital gap ... 0.335 Eh

#2
Here is a 3-piece molecular cluster, C5H16O2S overall from OMol25. Energies are from ωB97M-V with the def2-TZVPD basis set.

Each line ends with the Mulliken charge.
Atoms and positions in Å:
C  1.72  0.54  3.28  -1.199
C  2.08  -0.50  2.24  -0.397
C  2.29  0.16  0.80  -0.645
C  1.56  -0.45  -0.36  -0.768
S  0.03  0.42  -0.93  -0.119
C  -1.00  0.50  0.51  -0.671
H  0.67  0.85  3.17  0.282
H  1.71  0.09  4.28  0.335
H  2.21  1.51  3.24  0.351
H  1.38  -1.32  2.12  0.323
H  3.08  -0.85  2.48  0.357
H  3.37  0.27  0.74  0.503
H  1.87  1.17  0.88  0.293
H  2.16  -0.56  -1.27  0.329
H  1.18  -1.45  -0.17  0.339
H  -1.80  -0.25  0.58  0.336
H  -1.44  1.50  0.53  0.291
H  -0.56  0.31  1.50  0.051
O  -2.98  0.00  -2.74  -0.638
H  -2.18  -0.02  -3.29  0.344
H  -2.72  -0.43  -1.91  0.311
O  -3.93  -0.73  -5.37  -0.637
H  -4.37  -0.77  -4.50  0.326
H  -4.33  -0.03  -5.84  0.304

Properties
Highest occupied orbital energy ... -8.710 eV
SMILES ... CCCCSC.O.O
Frontier orbital gap ... 0.349 Eh

#3
Here is a 3-piece molecular cluster, C5H16O2S overall from OMol25. Energies are from ωB97M-V with the def2-TZVPD basis set.

Each line ends with the Mulliken charge.
Atoms and positions in Å:
C  -2.49  1.16  0.94  -1.420
C  -1.18  1.72  0.29  -0.075
C  0.11  1.16  0.79  -0.269
C  1.38  1.25  -0.06  -0.896
S  1.19  0.87  -1.76  -0.119
C  1.51  -0.90  -1.66  -0.497
H  -3.02  0.60  0.18  0.321
H  -2.34  0.52  1.81  0.352
H  -3.11  2.02  1.17  0.350
H  -1.31  2.78  0.13  0.456
H  -1.25  1.35  -0.74  0.213
H  0.08  0.13  1.18  -0.107
H  0.34  1.50  1.84  0.351
H  1.76  2.31  -0.10  0.334
H  2.18  0.78  0.50  0.471
H  2.56  -1.03  -1.37  0.244
H  1.33  -1.46  -2.59  0.341
H  0.93  -1.33  -0.81  0.001
O  -1.72  -1.81  1.51  -0.630
H  -2.49  -2.24  1.88  0.288
H  -2.00  -0.94  1.22  0.332
O  0.63  -3.11  0.92  -0.627
H  -0.28  -3.31  0.68  0.309
H  0.56  -2.63  1.74  0.278

Properties
Highest occupied orbital energy ... -8.249 eV
SMILES ... CCCCSC.O.O
Frontier orbital gap ... 0.324 Eh

Quick one: most stable of them? #1

#1
Here is a 4-piece molecular cluster, C5H16O2S overall from OMol25. Energies are from ωB97M-V with the def2-TZVPD basis set.

Each line ends with the Mulliken charge.
Atoms and positions in Å:
C  -1.02  -2.46  0.49  -1.215
C  -0.55  -1.32  -0.42  -0.580
C  0.84  -0.78  -0.03  -0.394
C  0.99  -0.58  1.49  -0.661
S  -0.45  0.19  2.16  0.062
C  -0.09  3.33  0.36  -0.614
H  -0.30  -3.28  0.55  0.303
H  -1.19  -2.12  1.53  0.315
H  -1.95  -2.91  0.14  0.385
H  -1.27  -0.50  -0.32  0.363
H  -0.57  -1.62  -1.46  0.484
H  0.95  0.18  -0.52  0.261
H  1.63  -1.44  -0.40  0.368
H  1.16  -1.53  2.01  0.401
H  1.87  0.04  1.69  0.422
H  0.01  2.58  1.14  -0.007
H  -0.11  2.81  -0.60  0.117
H  0.74  4.03  0.40  0.285
H  -1.03  3.90  0.41  0.273
H  -0.90  1.54  -3.17  0.229
O  -0.54  1.19  -2.37  -0.667
H  0.19  0.44  -2.63  0.387
H  1.59  -0.48  -3.63  0.192
O  1.11  -0.55  -2.80  -0.709

Properties
Highest occupied orbital energy ... -8.497 eV
Frontier orbital gap ... 0.119 Eh

#2
Here is a 3-piece molecular cluster, C5H16O2S overall from OMol25. Energies are from ωB97M-V with the def2-TZVPD basis set.

Each line ends with the Mulliken charge.
Atoms and positions in Å:
C  0.39  -2.51  1.28  -1.247
C  1.07  -1.47  0.38  -0.301
C  0.20  -0.66  -0.59  -0.459
C  0.56  -0.69  -2.06  -0.988
S  2.36  -0.69  -2.45  -0.092
C  2.68  1.07  -2.15  -0.747
H  0.24  -3.44  0.71  0.286
H  0.98  -2.80  2.15  0.337
H  -0.63  -2.20  1.54  0.332
H  1.84  -2.01  -0.18  0.273
H  1.70  -0.85  1.00  0.386
H  0.29  0.35  -0.19  0.258
H  -0.86  -0.94  -0.58  0.387
H  0.23  -1.63  -2.51  0.346
H  0.15  0.05  -2.74  0.449
H  2.64  1.74  -3.01  0.296
H  3.66  1.16  -1.71  0.313
H  1.96  1.35  -1.38  0.170
O  0.37  3.30  4.88  -0.636
H  0.04  2.43  5.14  0.319
H  0.85  3.15  4.06  0.317
O  -6.71  2.07  -0.58  -0.642
H  -7.08  1.80  0.26  0.321
H  -6.91  1.43  -1.26  0.320

Properties
Highest occupied orbital energy ... -8.530 eV
SMILES ... CCCCSC.O.O
Frontier orbital gap ... 0.333 Eh

Quick one: most stable of them? #2

#1
Here is one molecule with the formula C2H4NP from OMol25. Energies are from ωB97M-V with the def2-TZVPD basis set.

Each line ends with the Mulliken charge.
Atoms and positions in Å:
H  -2.91  -0.48  0.02  0.245
N  -2.16  0.22  0.05  -0.505
C  -0.98  -0.19  -0.05  -0.022
P  0.31  1.14  -0.02  -0.020
C  1.79  0.35  0.04  -0.473
H  -0.67  -1.25  -0.17  0.293
H  2.69  0.94  0.03  0.257
H  1.93  -0.72  0.10  0.224

Properties
Highest occupied orbital energy ... -9.523 eV
SMILES ... [H]/N=C/P=C
Frontier orbital gap ... 0.346 Eh

#2
Here is one molecule with the formula C2H4NP from OMol25. Energies are from ωB97M-V with the def2-TZVPD basis set.

Each line ends with the Mulliken charge.
Atoms and positions in Å:
C  1.27  0.01  0.18  -0.911
P  -0.35  1.12  0.02  0.077
C  -1.72  -0.04  -0.02  -0.062
N  -1.32  0.08  -1.17  -0.343
H  2.09  0.53  -0.17  0.315
H  1.05  -0.89  -0.36  0.284
H  1.60  -0.25  1.24  0.265
H  -2.62  -0.56  0.29  0.375

Properties
Highest occupied orbital energy ... -9.285 eV
SMILES ... CP1=CN=1
Frontier orbital gap ... 0.381 Eh

Quick one: most stable of them? #1

#1
Here is an isolated ion of composition C3H8NO2 and charge +1 from OMol25. Energies are from ωB97M-V with the def2-TZVPD basis set.

Each line ends with the Mulliken charge.
Atoms and positions in Å:
C  -0.95  -1.39  -0.99  -0.889
N  0.31  -0.62  -0.66  -0.143
C  0.35  -0.12  0.76  -0.680
C  0.43  1.50  0.59  0.644
O  0.39  1.89  -0.53  -0.517
O  0.47  2.07  1.76  -0.366
H  -0.94  -1.52  -2.16  0.335
H  -1.21  -2.32  -0.41  0.347
H  -1.81  -0.70  -0.84  0.391
H  1.13  -1.33  -0.82  0.400
H  0.49  0.27  -1.16  0.431
H  1.25  -0.38  1.43  0.353
H  -0.53  -0.39  1.42  0.295
H  0.63  3.03  1.63  0.399

Properties
Net charge ... +1
Highest occupied orbital energy ... -15.944 eV
SMILES ... C[NH2+]CC(=O)O
Frontier orbital gap ... 0.461 Eh

#2
Here is a 2-piece molecular cluster, C3H8NO2 overall from OMol25. Energies are from ωB97M-V with the def2-TZVPD basis set.

Each line ends with the Mulliken charge.
Atoms and positions in Å:
C  0.53  -0.22  0.41  0.549
C  -1.03  0.17  -0.98  -0.776
C  1.78  -0.80  -0.08  -0.188
N  -1.93  0.68  0.06  -0.324
O  0.24  0.28  1.46  -0.539
O  2.70  -0.56  1.00  -0.484
H  -1.32  -0.84  -1.35  0.319
H  -0.69  0.79  -1.71  0.396
H  1.56  -1.95  -0.34  0.311
H  2.16  -0.27  -0.91  0.291
H  -2.59  -0.04  0.25  0.357
H  -2.53  1.55  -0.19  0.386
H  -1.36  0.87  1.02  0.393
H  2.50  0.34  1.37  0.309

Properties
Net charge ... +1
Highest occupied orbital energy ... -14.465 eV
Frontier orbital gap ... 0.390 Eh

Quick one: most stable of them? #1

#1
Here is one molecule with the formula C5H7NOS from OMol25. Energies are from ωB97M-V with the def2-TZVPD basis set.

Each line ends with the Mulliken charge.
Atoms and positions in Å:
O  2.30  -1.18  -0.18  -0.515
C  1.28  -0.59  0.03  0.489
C  -0.01  -1.27  0.45  -0.465
N  -1.08  -0.89  -0.45  -0.291
C  -2.38  -0.57  0.07  -0.478
C  -1.50  0.46  -0.47  -0.014
C  -0.65  1.43  0.41  -0.688
S  1.12  1.19  -0.07  -0.132
H  -0.19  -0.98  1.49  0.285
H  0.13  -2.36  0.43  0.336
H  -2.55  -0.57  1.16  0.238
H  -3.25  -0.89  -0.51  0.256
H  -1.80  0.94  -1.40  0.307
H  -0.84  1.25  1.47  0.296
H  -0.81  2.50  0.25  0.375

Properties
Highest occupied orbital energy ... -9.426 eV
SMILES ... O=C1CN2C[C@H]2CS1
Frontier orbital gap ... 0.372 Eh

#2
Here is one molecule with the formula C5H7NOS from OMol25. Energies are from ωB97M-V with the def2-TZVPD basis set.

Each line ends with the Mulliken charge.
Atoms and positions in Å:
C  -0.10  2.57  0.05  0.265
C  -0.46  1.41  0.09  -0.678
C  -0.75  -0.02  0.04  0.119
S  -2.51  -0.50  0.17  -0.215
C  0.10  -0.99  0.85  -0.308
O  1.27  -0.56  1.43  -0.557
C  0.16  -1.09  -0.62  -0.231
N  1.42  -0.74  -1.15  -0.690
H  0.32  3.61  0.01  0.390
H  -2.84  -0.17  -1.08  0.147
H  -0.49  -1.54  1.66  0.417
H  0.99  0.24  1.96  0.337
H  -0.31  -1.86  -1.17  0.396
H  1.96  -0.29  -0.41  0.334
H  1.23  -0.07  -1.84  0.276

Properties
Highest occupied orbital energy ... -8.923 eV
SMILES ... C#C[C@]1(S)[C@H](O)[C@@H]1N
Frontier orbital gap ... 0.354 Eh

#3
Here is one molecule with the formula C5H7NOS from OMol25. Energies are from ωB97M-V with the def2-TZVPD basis set.

Each line ends with the Mulliken charge.
Atoms and positions in Å:
C  0.69  1.30  -0.96  -0.825
N  0.35  1.01  0.47  -0.230
C  0.55  -0.30  1.06  -0.042
C  1.07  -1.49  0.28  -0.055
O  0.78  -1.66  -0.90  -0.496
C  -0.86  0.22  0.81  -0.127
C  -1.73  -0.34  -0.26  -0.226
S  -3.32  -0.39  -0.10  -0.255
H  0.61  0.46  -1.63  0.367
H  0.10  2.16  -1.23  0.280
H  1.77  1.57  -0.92  0.296
H  0.86  -0.28  2.07  0.397
H  1.71  -2.22  0.84  0.325
H  -1.43  0.61  1.64  0.383
H  -1.16  -0.66  -1.17  0.208

Properties
Highest occupied orbital energy ... -8.812 eV
SMILES ... CN1[C@H](C=O)[C@@H]1C=S
Frontier orbital gap ... 0.306 Eh

#4
Here is C5H7NOS as an isolated structure from OMol25. Energies are from ωB97M-V with the def2-TZVPD basis set.

Each line ends with the Mulliken charge.
Atoms and positions in Å:
C  -1.38  1.18  -0.55  -0.242
C  -0.27  0.24  -0.01  0.967
C  0.40  0.71  1.25  -0.317
C  -1.03  -0.54  1.15  -0.675
C  0.64  -0.35  -1.04  -0.358
H  -2.30  1.48  0.23  0.286
H  1.31  0.00  1.04  0.140
H  0.78  1.78  1.52  0.275
H  -0.01  -0.41  2.96  0.316
H  -2.16  -0.55  0.80  0.317
H  -0.87  -1.57  1.10  0.294
H  0.34  0.01  -2.06  0.272
N  -0.57  0.18  2.19  -0.496
O  -1.49  1.65  -1.69  -0.501
S  1.80  -1.42  -0.76  -0.278

Properties
Highest occupied orbital energy ... -9.138 eV
Frontier orbital gap ... 0.310 Eh

Quick one: most stable of them? #1